11
Properties=species:S:1:pos:R:3 method="wB97M-V/def2-TZVPD" gap_ev=8.8026 homo_energy_ev=-14.52 charge=+1 multiplicity=1
C -1.2035 -0.4671 -0.2793
C 0.4131 -2.1984 -0.2815
C -0.1724 1.4984 0.2504
N 0.0855 -0.7949 -0.0553
N 0.7547 0.3931 0.3187
O -1.4101 0.7506 -0.2705
Cl 1.9753 -2.4662 0.0527
H -1.8676 -1.2526 -0.5777
H -0.4064 1.8492 1.3026
H 0.1427 2.3732 -0.4832
H 1.6887 0.3147 0.0232

=====

12
Properties=species:S:1:pos:R:3 method="wB97M-V/def2-TZVPD" smiles=Nc1[nH]c(O)nc1Cl gap_ev=9.1032 homo_energy_ev=-8.45 multiplicity=1
C -0.2251 -0.6352 0.3210
C 0.0746 1.3758 -0.4710
C -0.0209 -0.6767 -1.0579
H 0.7455 -2.0768 1.5369
H -0.7804 -2.6164 1.2298
H -0.5048 1.3358 1.5005
H 0.3866 2.9318 -1.1755
N -0.1868 -1.6285 1.3864
N -0.0264 0.7210 0.6845
N -0.1050 0.6667 -1.5671
O 0.1299 2.6801 -0.3270
Cl 0.5129 -2.0776 -2.0607

=====

12
Properties=species:S:1:pos:R:3 method="wB97M-V/def2-TZVPD" smiles="[H]/N=c1/oc(Cl)cn1N" gap_ev=8.8580 homo_energy_ev=-8.23 multiplicity=1
C 1.0029 0.4770 0.8235
C 1.8019 -0.4117 0.2260
C -0.1880 -0.6319 -0.7635
H -1.9308 0.1892 1.0064
H -1.9883 1.3233 -0.1418
H 1.2776 1.2589 1.5525
H -1.8738 -0.6725 -1.5958
N -1.4329 0.9873 0.6083
N -0.2157 0.4317 0.0900
N -0.9806 -1.1383 -1.6118
O 1.1354 -1.0698 -0.7396
Cl 3.3924 -0.7431 0.5456

=====

12
Properties=species:S:1:pos:R:3 method="wB97M-V/def2-TZVPD" smiles="OC(=S)/C(CCl)=N/S" gap_ev=8.1773 homo_energy_ev=-9.10 multiplicity=1
C -0.1492 0.1222 0.0033
C -0.6680 -1.2895 -0.3332
C -0.7487 1.3178 -0.6945
H 2.6202 -0.1916 2.2527
H -1.5662 -1.0722 -0.8933
H -0.8475 -1.9809 0.4619
H 0.6024 2.2567 0.2460
N 0.8294 0.3519 0.8100
O -0.1797 2.4229 -0.3809
S 1.5689 -0.8901 1.7038
S -1.9241 1.1341 -1.7989
Cl 0.4625 -2.1812 -1.3769

=====

10
Properties=species:S:1:pos:R:3 method="wB97M-V/def2-TZVPD" gap_ev="6.0264 / 6.0305" homo_energy_ev="-9.25 / -9.25" multiplicity=1
C -1.3028 -0.3966 0.0498
C -0.0573 0.4924 0.3585
C 1.1720 0.0056 -0.4386
N -1.2665 -1.5766 -0.3063
S 1.6567 -1.6486 0.1394
Cl -2.7681 0.6091 0.0241
H -0.4085 1.5872 0.2453
H 0.1379 0.3053 1.4876
H 0.8238 0.0194 -1.3869
H 2.0128 0.6027 -0.1728

=====

11
Properties=species:S:1:pos:R:3 method="wB97M-V/def2-TZVPD" gap_ev="4.3993 / 6.8752" s_squared=2.007 homo_energy_ev="-0.67 / -4.38" charge=-1 multiplicity=3
C -0.7857 -0.9253 -0.2285
C 0.0894 0.1375 0.5404
C -1.3437 0.2908 0.5785
O -0.5883 2.0646 -3.6952
O 0.8568 2.5978 -1.8388
S -0.4592 2.6642 -2.4014
Cl -2.0085 1.6548 -0.3090
H -0.7184 -1.0659 -1.2663
H -0.7848 -1.8995 0.3157
H 0.4225 -0.2406 1.4316
H 0.7914 0.6968 -0.0585

=====

11
Properties=species:S:1:pos:R:3 method="wB97M-V/def2-TZVPD" smiles="C[C@@](O)(Cl)C(=O)[O-]" gap_ev=8.4967 homo_energy_ev=-4.65 charge=-1 multiplicity=1
C 1.0872 0.7407 -0.2363
C -1.2172 -0.2333 -0.4644
C 0.0797 -0.4264 0.2461
O 1.6221 1.2834 0.7491
O 1.1541 0.9892 -1.4619
O -0.0019 -0.2914 1.6241
Cl 0.9309 -1.8905 -0.2533
H -1.6487 -1.1521 -0.5673
H -1.9386 0.3385 0.0261
H -0.8726 0.1629 -1.3688
H 0.8052 0.4790 1.7066

=====

13
Properties=species:S:1:pos:R:3 method="wB97M-V/def2-TZVPD" smiles="C[C@H]1O[C@]1(Cl)S(=O)(=O)[O-]" gap_ev=8.7645 homo_energy_ev=-5.29 charge=-1 multiplicity=1
C 0.7248 0.3797 -0.2583
C -0.5326 -0.4189 0.0024
C 2.1015 -0.2761 -0.1021
O -1.6006 1.8525 0.2835
O -3.0483 0.1069 -0.6394
O -2.5300 0.0123 1.6711
O -0.0482 -0.2169 -1.3024
S -2.1284 0.4923 0.3740
Cl -0.5542 -2.0576 0.5637
H 0.4847 1.3835 -0.2185
H 2.0980 -1.3466 -0.3046
H 2.5798 -0.0351 0.8597
H 2.4536 0.1240 -0.9293